Record 1
ORCA calculation (ωB97M-V with the def2-TZVPD basis set) on a molecular structure, C7H11N at a distorted geometry.

Structure (XYZ):
```
19
Properties=species:S:1:pos:R:3
C -1.394 0.277 -0.066
C -1.949 0.131 1.331
C 0.782 -1.801 -1.019
C 0.976 -0.501 -0.361
N -1.875 1.400 -0.754
C 0.446 0.494 0.216
C 2.842 -0.067 -0.089
C 3.791 0.570 0.332
H -1.567 -0.617 -0.661
H -1.773 2.274 -0.251
H -1.531 1.484 -1.703
H 0.703 1.421 0.693
H -1.699 0.991 1.958
H -3.041 0.048 1.301
H -1.556 -0.769 1.808
H 1.766 -2.264 -1.147
H 0.170 -2.472 -0.412
H 0.332 -1.684 -2.009
H 4.579 1.086 0.833
```

## Properties
ΔE to the lowest compared entry with this formula, charge and spin   137.8 kcal per mole
Total charge   0
LUMO level   0.84 eV
E_tot   -8921.75340 eV
Frontier orbital gap   9.22 eV

Record 2
ORCA calculation (ωB97M-V with the def2-TZVPD basis set) on C7H11N in the gas phase at a distorted geometry.

Structure (XYZ):
```
19
Properties=species:S:1:pos:R:3
C -0.713 1.900 0.142
C 0.142 0.432 -0.018
C 1.651 0.413 -0.032
N 2.402 -0.831 -0.080
C -0.381 -0.251 1.125
C -1.428 -1.043 0.635
C -1.672 -0.847 -0.713
C -0.532 -0.102 -1.130
H -0.232 2.652 -0.612
H -1.796 1.810 -0.170
H -0.659 2.069 1.380
H 2.116 1.347 0.608
H 1.729 1.004 -1.067
H 2.549 -1.439 0.918
H 1.954 -1.671 -0.637
H -0.346 -0.017 2.143
H -2.114 -1.677 1.405
H -2.243 -1.495 -1.247
H -0.171 0.220 -2.215
```

## Properties
SMILES   CC1(CN)C=CC=C1
ΔE to the lowest compared entry with this formula, charge and spin   125.2 kcal per mole
Total charge   0
LUMO level   0.59 eV
E_tot   -8922.30076 eV
Frontier orbital gap   8.53 eV